Entry 1:
Entry from OMol25: 2 unconnected molecules or ions with the total composition C5H4O4 at a distorted geometry (wB97M-V/def2-TZVPD).

Multiplicity   2
Total charge   -1

```
13
Properties=species:S:1:pos:R:3:forces:R:3
C 3.7624 5.3848 3.7931 0.699 -0.445 -0.325
C 2.9249 4.7010 4.4946 -1.106 1.059 0.037
O 1.9033 4.4151 5.0876 0.278 -0.753 0.173
H 3.3124 7.1029 4.3680 -0.479 2.366 2.398
O 4.5233 7.9960 5.8741 0.744 0.631 0.107
C 4.5698 7.0512 6.8221 0.632 -0.776 -0.943
C 3.2154 8.0162 5.3178 -0.069 -2.365 -2.671
O 5.5610 6.4614 7.1510 -0.283 0.624 0.538
O 3.3392 6.7880 7.2590 -0.650 -0.281 0.577
C 2.3687 7.4996 6.4762 -0.103 -0.041 -0.250
H 2.9750 9.0137 4.9438 0.069 -0.112 0.211
H 1.6029 6.7833 6.1553 0.222 0.233 0.137
H 1.9348 8.3005 7.0895 0.046 -0.141 0.011
```
Positions in Å, forces in eV/Å.

Atom charges from the natural (NBO) analysis, given in e for atoms 1 to 6:
1 C -0.525
2 C 0.249
3 O -0.615
4 H 0.262
5 O -0.510
6 C 0.982


Entry 2:
Entry from OMol25: a molecular structure, C5H4O4 at a distorted geometry (wB97M-V/def2-TZVPD).

Multiplicity   1
Total charge   0

```
13
Properties=species:S:1:pos:R:3:forces:R:3
C -2.1586 -0.8336 1.1722 -3.379 -2.037 0.311
C -0.6386 -0.4886 -0.1099 -0.684 -0.616 -2.827
C 1.1377 0.8166 -0.4945 0.092 -0.280 0.412
C 1.5471 -0.4384 -0.1090 -0.183 0.341 -0.083
C -0.2693 0.7797 -0.5205 0.180 -0.182 0.456
O 0.4903 -1.2384 0.0955 0.068 0.020 -0.006
O -2.9413 -1.2900 0.3534 0.402 1.014 1.650
O 1.8764 1.9192 -0.7648 0.058 0.054 -0.081
O -1.8846 -0.6483 2.2949 0.797 0.591 -0.374
H -1.5663 -1.0502 -0.5772 2.785 1.075 0.581
H 2.8102 1.7458 -0.6058 -0.043 -0.009 -0.023
H 2.5251 -0.8636 0.0369 0.013 -0.019 0.098
H -0.9282 1.5900 -0.7714 -0.106 0.048 -0.116
```
Positions in Å, forces in eV/Å.

Atom charges from the natural (NBO) analysis, given in e for atoms 1 to 6:
1 C 0.963
2 C -0.105
3 C 0.191
4 C 0.066
5 C -0.232
6 O -0.377


Entry 3:
Entry from OMol25: a molecular structure, C5H4O4 at a distorted geometry (wB97M-V/def2-TZVPD).

Multiplicity   1
Total charge   0

```
13
Properties=species:S:1:pos:R:3:forces:R:3
C 0.7939 0.2146 -2.0021 1.533 4.884 1.516
C 0.5684 0.1696 -0.6305 -0.083 -1.870 -2.439
C 0.3710 -1.2006 -0.2771 0.722 0.259 2.622
C 0.3457 -1.7169 -1.5105 -0.852 -0.010 0.585
C -0.5861 1.4334 1.2978 0.401 -1.131 2.706
O 0.6677 -0.9329 -2.5259 0.366 -2.738 -3.093
O -0.0084 -1.6562 0.9081 -0.794 -0.665 1.008
O -1.8581 1.1178 1.1451 0.224 1.917 -2.661
O 0.0878 1.0539 2.2265 -0.275 -0.101 0.003
H 1.2430 1.0291 -2.6202 -0.900 -0.761 0.613
H -0.1989 2.0880 0.6210 0.615 2.011 -2.269
H -1.9979 0.5547 1.8481 -1.089 -2.369 2.638
H 0.5719 -2.1543 1.5197 0.131 0.573 -1.231
```
Positions in Å, forces in eV/Å.

Atom charges from the natural (NBO) analysis, given in e for atoms 1 to 6:
1 C 0.041
2 C -0.035
3 C 0.066
4 C 0.283
5 C 0.643
6 O -0.401


Entry 4:
Entry from OMol25: C5H4OS in the gas phase at a distorted geometry (wB97M-V/def2-TZVPD).

Multiplicity   1
Total charge   0

```
11
Properties=species:S:1:pos:R:3:forces:R:3
C 0.1566 1.6247 -0.0333 1.634 -1.941 0.915
C -0.2896 0.3392 -0.0128 -0.553 0.272 0.530
C 1.6360 1.7462 0.0274 2.533 -2.387 -1.280
C 2.1245 -0.3117 -0.0078 -0.667 2.591 0.224
C 0.7204 -0.8187 -0.0902 -0.758 -0.656 1.946
O 2.4915 2.5807 -0.0347 -2.124 -1.171 0.427
S 3.5587 -1.0211 0.0222 -0.892 0.439 -0.041
H -0.2840 2.5174 0.3001 -1.432 0.856 -0.095
H -1.3667 0.0444 0.2558 1.670 0.723 -0.838
H 0.4216 -1.5179 0.8050 0.822 1.150 -1.361
H 0.6144 -1.4869 -0.9377 -0.234 0.124 -0.427
```
Positions in Å, forces in eV/Å.

Atom charges from the natural (NBO) analysis, given in e for atoms 1 to 6:
1 C -0.386
2 C -0.032
3 C 0.615
4 C -0.214
5 C -0.589
6 O -0.483


Entry 5:
Entry from OMol25: C5H4S in the gas phase at a distorted geometry (wB97M-V/def2-TZVPD).

Multiplicity   1
Total charge   0

```
10
Properties=species:S:1:pos:R:3:forces:R:3
C -0.6564 -1.3572 0.1903 -0.083 0.114 0.096
C 0.5709 -0.8857 -0.0400 -0.112 -0.211 0.130
C 0.5904 0.5182 -0.5021 -0.189 0.501 0.152
C 0.1641 1.6076 0.4394 -0.519 -0.227 -1.380
C -0.8250 1.0217 -0.1936 0.752 0.076 0.600
S -2.0038 -0.2097 -0.0115 -0.050 0.004 -0.159
H -0.9318 -2.3440 0.5118 0.024 -0.292 -0.008
H 1.4512 -1.5043 -0.0035 0.109 -0.192 0.056
H 1.1188 0.7419 -1.4231 -0.074 0.042 -0.130
H 0.5215 2.4114 1.0323 0.144 0.186 0.643
```
Positions in Å, forces in eV/Å.

Atom charges from the natural (NBO) analysis, given in e for atoms 1 to 6:
1 C -0.355
2 C -0.238
3 C -0.290
4 C -0.137
5 C -0.203
6 S 0.347


Entry 6:
Entry from OMol25: C5H4S in the gas phase at a distorted geometry (wB97M-V/def2-TZVPD).

Multiplicity   1
Total charge   0

```
10
Properties=species:S:1:pos:R:3:forces:R:3
C 0.3665 2.3359 -0.0657 -0.833 -1.939 0.532
C -0.1927 1.2683 0.0869 -0.300 0.972 -0.210
C -1.0162 0.0691 0.1022 -1.589 0.424 -1.066
S -2.6855 0.1522 -0.0222 1.775 0.111 0.439
C -0.3228 -1.2090 -0.0354 -1.168 -0.349 0.583
C 0.9978 -1.2318 -0.0364 -1.189 1.059 0.559
H 0.8783 3.2503 -0.1106 0.304 0.544 -0.125
H -0.9572 -2.1382 -0.0377 0.742 1.175 -0.216
H 1.3929 -2.1742 -0.0270 1.764 -2.014 -0.211
H 1.5388 -0.3225 0.1458 0.495 0.017 -0.285
```
Positions in Å, forces in eV/Å.

Atom charges from the natural (NBO) analysis, given in e for atoms 1 to 6:
1 C -0.152
2 C -0.074
3 C -0.176
4 S 0.064
5 C -0.250
6 C -0.306


Entry 7:
Entry from OMol25: C5H4S in the gas phase at a distorted geometry (wB97M-V/def2-TZVPD).

Multiplicity   1
Total charge   0

```
10
Properties=species:S:1:pos:R:3:forces:R:3
S -1.1238 -0.1363 -1.6039 0.322 -0.145 -0.305
C -0.0249 0.0299 -0.4473 0.077 0.395 1.957
C 0.0402 1.2613 0.5267 2.428 -6.220 -0.007
C 0.6981 0.7861 1.5859 -2.969 -3.016 -6.161
C 0.9922 -0.6148 1.5013 1.342 -2.503 0.446
C 0.8098 -1.1260 0.2640 -2.118 1.864 -0.551
H -0.3238 2.1707 0.5064 -1.854 4.346 -1.085
H 1.0965 1.2047 2.3129 2.740 4.611 6.811
H 1.3443 -1.0998 2.4708 -0.340 0.207 -1.744
H 0.7708 -2.1146 -0.2100 0.373 0.461 0.639
```
Positions in Å, forces in eV/Å.

Atom charges from the natural (NBO) analysis, given in e for atoms 1 to 6:
1 S 0.138
2 C -0.152
3 C -0.219
4 C -0.184
5 C -0.185
6 C -0.256


Entry 8:
Entry from OMol25: a molecular structure, C5H59AlF3O25S at a distorted geometry (wB97M-V/def2-TZVPD).

Multiplicity   1
Total charge   -1

```
94
Properties=species:S:1:pos:R:3:forces:R:3
C 2.3738 -1.9026 -2.3631 -0.179 -1.375 -0.437
O 0.9629 -1.5598 -2.1499 1.724 0.849 1.552
C 0.7774 -0.4389 -1.2202 0.124 1.629 0.299
C 0.0362 0.7667 -2.0445 0.471 0.526 0.805
C -1.5761 0.6017 -2.2481 0.176 1.411 -0.215
Al -2.3962 -1.1438 -1.5723 0.694 0.315 -0.577
S -3.3246 -0.8706 0.4973 -0.718 -1.363 0.707
C -3.9573 -1.6056 -2.8869 0.023 0.059 0.106
F -3.5703 -1.3087 -4.3111 -2.135 -1.033 3.084
F -4.3010 -3.0733 -2.7846 -0.144 3.003 -1.028
F -5.1761 -0.8570 -2.5001 1.985 -2.033 -2.056
H 3.1115 -1.5557 -1.5252 -1.532 -0.269 -1.625
H 2.6640 -1.5558 -3.4494 -0.212 -0.387 2.449
H 2.4286 -3.0953 -2.3681 -0.154 2.956 -0.072
H 0.1724 -0.7318 -0.2334 0.914 0.272 -2.263
H 1.7977 0.0244 -0.8090 -2.312 -1.554 -1.262
H 0.6108 0.9120 -3.0641 -1.240 -0.406 2.058
H 0.2285 1.7658 -1.4220 -0.326 -2.070 -1.323
H -1.8158 0.7729 -3.3926 0.412 -0.275 2.413
H -2.0862 1.4854 -1.6285 0.923 -1.620 -1.501
H -1.4414 -2.4032 -1.5855 -0.186 -0.287 0.008
H -3.7736 -2.1803 0.8579 0.690 1.614 -0.734
O -2.9292 2.2707 -4.8225 -0.510 0.072 -0.412
H -3.4901 1.5664 -4.4643 0.254 0.095 0.022
H -3.4091 2.5756 -5.6073 0.177 -0.109 0.272
O 2.7390 1.6344 -0.4181 0.803 0.830 0.198
H 2.6431 2.4349 -0.9558 -0.216 -0.284 -0.018
H 3.6896 1.5874 -0.2361 -0.283 -0.025 -0.003
O -5.3159 -4.7491 -0.5185 0.070 -0.457 -0.096
H -4.9199 -4.3119 -1.2873 0.077 0.251 0.103
H -4.9926 -5.6609 -0.5757 -0.157 0.341 0.047
O -2.4428 2.2030 1.9047 -0.242 0.275 0.348
H -3.0655 1.5738 1.5106 0.211 -0.176 0.028
H -2.9393 2.5950 2.6388 0.120 -0.111 -0.280
O -0.0578 1.9157 4.2694 -0.421 -0.006 0.699
H -0.7161 1.9932 3.5625 0.374 -0.021 -0.088
H 0.4264 2.7542 4.2311 -0.366 -0.452 -0.255
O 3.5274 -4.7762 -2.1085 0.799 -0.594 0.476
H 3.0456 -5.4743 -1.6400 0.102 0.311 -0.134
H 3.8794 -5.2215 -2.8939 -0.491 0.091 0.046
O -5.1726 -0.9962 3.4640 0.108 -0.470 0.059
H -5.6544 -1.6943 3.9325 0.089 0.122 0.036
H -4.8206 -1.4415 2.6786 -0.112 0.342 -0.070
O 1.0982 3.2605 2.3630 0.481 0.276 -0.489
H 1.9266 2.8452 2.6465 -0.086 0.081 -0.237
H 1.0121 3.0001 1.4336 0.093 0.091 0.212
O 4.1234 3.6847 2.8152 0.054 0.194 0.110
H 3.8249 4.6062 2.7874 0.110 -0.272 -0.210
H 5.0886 3.7496 2.7580 -0.196 0.018 0.045
O -2.4963 -1.1469 5.0250 0.078 0.353 0.108
H -3.1546 -1.0694 4.3182 -0.182 -0.010 0.122
H -2.0121 -0.3084 4.9868 0.018 -0.239 -0.051
O -6.1111 -3.9912 4.6977 0.060 -0.372 -0.050
H -6.5929 -4.6893 5.1662 0.122 0.336 -0.202
H -5.7592 -4.4365 3.9123 -0.214 0.161 0.179
O -7.3326 -2.3872 -0.9148 0.001 -0.265 -0.303
H -6.9367 -1.9500 -1.6836 0.068 -0.001 0.322
H -7.0094 -3.2990 -0.9720 -0.052 0.231 0.083
O -7.7385 -4.5979 1.7488 0.258 0.217 0.057
H -7.9437 -3.6586 1.8697 0.079 -0.274 -0.111
H -6.9157 -4.5936 1.2369 -0.187 0.065 -0.096
O 6.3653 -4.9178 -0.9534 0.205 0.215 -0.370
H 6.8512 -4.3062 -1.5269 -0.120 -0.254 0.211
H 5.5526 -5.1053 -1.4467 -0.141 0.237 0.233
O 3.0033 -3.1057 -4.9028 -0.128 -0.522 -0.911
H 2.4424 -3.8101 -4.5445 0.113 0.230 0.095
H 2.5234 -2.8009 -5.6875 0.150 -0.080 0.276
O 6.9262 4.0957 3.5843 0.443 0.272 0.377
H 6.7334 4.2688 4.5180 -0.076 -0.129 -0.309
H 7.8094 4.4725 3.4540 -0.335 -0.167 -0.077
O 2.7166 1.9086 -3.8526 0.492 0.040 -0.407
H 3.1126 2.3458 -4.6214 -0.193 -0.140 0.255
H 3.0398 0.9969 -3.9098 -0.196 0.146 0.206
O 4.2144 6.4958 1.4999 0.475 0.156 0.196
H 3.5561 6.5733 0.7930 0.069 -0.057 -0.356
H 4.6986 7.3343 1.4617 -0.190 -0.322 0.029
O 5.3613 -1.2112 -0.6602 0.214 -0.197 0.368
H 5.5033 -2.1639 -0.7658 -0.160 0.209 0.042
H 5.2045 -1.1019 0.2898 0.000 -0.058 -0.321
O -2.9911 -0.6291 8.0087 0.296 -0.223 0.186
H -2.1627 -1.0444 8.2922 -0.347 0.182 -0.170
H -3.0772 -0.8895 7.0793 0.076 0.018 -0.160
O 1.9650 7.7166 2.1020 -0.320 0.322 0.746
H 2.6654 7.1249 2.4154 -0.044 0.057 -0.182
H 1.5387 8.0260 2.9153 -0.019 -0.094 -0.400
O 0.2572 4.3259 -0.6916 -0.236 0.245 0.193
H 0.0864 5.2796 -0.7072 0.184 -0.314 0.046
H -0.4746 3.9656 -0.1685 0.117 -0.013 -0.193
O 2.6996 -6.3418 -4.0475 -0.011 -0.754 -0.508
H 2.2178 -7.0399 -3.5789 0.045 0.273 -0.126
H 3.0516 -6.7871 -4.8329 -0.133 0.181 0.159
O 3.0166 6.3187 -1.1151 0.320 -0.093 -0.325
H 3.4126 6.7560 -1.8839 -0.185 -0.091 0.296
H 3.3398 5.4070 -1.1723 -0.253 0.150 0.044
```
Positions in Å, forces in eV/Å.

Atom charges from the Mulliken analysis, given in e for atoms 1 to 6:
1 C 0.158
2 O -0.217
3 C 0.112
4 C 0.156
5 C -0.178
6 Al -0.047


Number 1: DFT total energy -13436.7569 eV. Number 2: DFT total energy -13437.1803 eV. Number 3: DFT total energy -13431.8579 eV. Number 4: DFT total energy -18129.1666 eV. Number 5: DFT total energy -16081.1649 eV. Number 6: DFT total energy -16081.5502 eV. Number 7: DFT total energy -16081.6712 eV. Number 8: DFT total energy -82915.1424 eV.